Record 1
Density functional theory data (ωB97M-V/def2-TZVPD) for a cluster of 11 separate species, H22O11 in total.

Computed properties:
total charge = 0
energy above the lowest of the compared OMol25 structures with the same formula, charge and spin = 1.678 eV
SMILES = O.O.O.O.O.O.O.O.O.O.O
highest occupied orbital energy = -10.522 eV
frontier orbital gap = 10.5 eV

Each line ends with the Löwdin charge.
Atoms and positions in Å:
O1 0.510 3.371 -0.166  -0.08
H1 -0.453 3.140 -0.136  0.01
H2 0.682 4.322 -0.159  0.07
O2 0.765 -2.643 1.744  -0.06
H3 0.863 -3.129 2.570  0.07
H4 0.020 -2.043 1.757  -0.01
O3 1.769 2.653 -2.544  -0.07
H5 1.264 3.118 -1.888  -0.03
H6 1.643 1.708 -2.675  0.02
O4 0.509 -3.226 -2.039  -0.09
H7 1.310 -3.036 -2.635  0.10
H8 0.677 -2.502 -1.441  -0.04
O5 -2.356 0.123 0.374  -0.07
H9 -2.312 -0.827 0.183  0.04
H10 -2.746 0.168 1.268  0.09
O6 -1.260 -2.485 -0.101  -0.01
H11 -1.238 -2.679 -1.005  0.01
H12 -1.111 -3.290 0.366  0.05
O7 -0.640 -0.433 2.439  -0.08
H13 -0.952 0.222 1.759  0.03
H14 0.295 -0.194 2.521  0.04
O8 1.281 1.114 1.271  -0.02
H15 1.461 1.492 0.450  -0.01
H16 2.088 0.891 1.730  0.07
O9 0.150 0.098 -1.064  -0.01
H17 -0.699 0.101 -1.447  0.05
H18 -0.063 0.250 -0.161  -0.01
O10 2.134 -1.524 -0.432  -0.07
H19 1.455 -1.906 0.126  -0.03
H20 1.715 -0.694 -0.751  0.01
O11 -2.090 2.782 -0.236  0.00
H21 -2.095 1.849 -0.112  -0.01
H22 -2.575 3.206 0.436  0.05

Cartesian forces (eV/Å) of the 3 atoms listed first:
0.34 -0.05 -0.08
0.43 0.89 -0.13
-0.58 -0.32 0.15

***

Record 2
Density functional theory data (ωB97M-V/def2-TZVPD) for a structure of composition C2H14CdO6.

Computed properties:
⟨S²⟩ = 0.750
2S+1 = 2
total charge = -1
energy above the lowest of the compared OMol25 structures with the same formula, charge and spin = 0.000 eV
highest occupied orbital energy (alpha / beta) = 0.398 / -4.109 eV
frontier orbital gap (alpha / beta) = 2.7 / 7.1 eV

Each line ends with the Löwdin charge.
Atoms and positions in Å:
Cd1 0.019 -0.112 0.023  1.20
C1 -1.581 1.901 2.503  -0.35
O1 -0.719 1.252 1.562  -0.54
H1 -1.511 1.485 3.508  0.03
H2 -1.475 2.986 2.511  0.04
H3 -2.609 1.705 2.201  0.03
C2 1.429 -2.034 -2.407  -0.44
O2 0.778 -1.482 -1.376  -0.48
H4 1.580 -3.113 -2.379  0.03
H5 0.940 -1.770 -3.345  0.04
H6 2.471 -1.747 -2.545  0.03
O3 -0.341 1.426 -1.362  -0.27
H7 0.048 2.183 -0.924  -0.01
H8 -0.256 1.620 -2.296  0.03
O4 -1.958 -0.560 -0.397  -0.15
H9 -2.574 0.139 -0.614  0.04
H10 -2.297 -1.330 -0.855  0.05
O5 1.974 0.950 0.251  -0.26
H11 2.847 0.568 0.347  0.02
H12 2.113 1.892 0.340  -0.01
O6 0.275 -1.744 1.462  -0.13
H13 0.141 -1.621 2.402  0.05
H14 0.707 -2.595 1.390  0.05

Cartesian forces (eV/Å) of the 3 atoms listed first:
1.80 -0.07 1.23
0.65 -1.60 -2.08
-0.50 1.06 1.45

***

Record 3
Density functional theory data (ωB97M-V/def2-TZVPD) for a cluster of 11 separate species, C41H52N8O19 in total.

Computed properties:
total charge = -2
highest occupied orbital energy = -0.039 eV
frontier orbital gap = 3.2 eV

Each line ends with the Löwdin charge.
Atoms and positions in Å:
C1 -14.960 6.138 -23.539  -1.31
O1 -14.384 5.467 -22.670  -0.21
O2 -14.541 7.259 -23.739  -0.18
O3 -15.973 5.767 -24.092  -0.16
C2 -20.176 11.546 -23.057  -0.01
C3 -18.892 11.091 -23.036  -0.01
C4 -17.875 12.037 -22.851  -0.34
C5 -18.114 13.385 -22.733  -0.03
C6 -19.413 13.878 -22.853  -0.03
C7 -20.454 12.940 -22.914  -0.31
O4 -21.711 13.472 -22.817  0.02
O5 -16.574 11.708 -22.704  0.05
H1 -20.941 10.798 -23.207  0.11
H2 -18.742 10.031 -23.178  0.13
H3 -17.276 14.065 -22.678  0.12
H4 -19.571 14.934 -22.696  0.10
H5 -21.598 14.348 -22.441  0.08
H6 -16.428 10.859 -23.127  0.11
C8 -13.931 1.803 -28.932  -0.04
C9 -14.812 2.363 -28.104  -0.03
C10 -16.129 1.878 -27.949  -0.31
C11 -16.509 0.768 -28.668  -0.02
C12 -15.659 0.198 -29.642  -0.01
C13 -14.382 0.763 -29.761  -0.32
O6 -13.589 0.178 -30.738  -0.01
O7 -17.067 2.470 -27.144  0.05
H7 -12.869 1.997 -28.982  0.12
H8 -14.592 3.325 -27.666  0.13
H9 -17.401 0.197 -28.457  0.11
H10 -15.941 -0.714 -30.148  0.11
H11 -13.301 0.801 -31.409  0.09
H12 -16.611 2.973 -26.465  0.10
C14 -8.048 9.551 -23.747  -0.01
C15 -6.770 9.021 -23.964  0.00
C16 -6.576 7.709 -23.507  -0.35
C17 -7.609 7.018 -22.972  -0.05
C18 -8.861 7.546 -22.689  0.00
C19 -9.045 8.858 -23.065  -0.34
O8 -10.211 9.523 -22.833  0.05
O9 -5.331 7.141 -23.592  0.02
H13 -8.273 10.540 -24.118  0.11
H14 -5.979 9.573 -24.449  0.11
H15 -7.354 6.121 -22.428  0.12
H16 -9.544 6.920 -22.134  0.12
H17 -10.905 8.867 -22.737  0.11
H18 -5.230 6.190 -23.511  0.10
C20 -18.080 -2.097 -23.538  -0.04
C21 -18.282 -0.859 -22.982  -0.04
C22 -17.368 0.223 -22.953  -0.27
C23 -16.104 -0.103 -23.495  -0.01
C24 -15.865 -1.339 -24.104  -0.02
C25 -16.865 -2.343 -24.174  -0.31
O10 -16.596 -3.576 -24.729  0.02
O11 -17.610 1.513 -22.487  0.03
H19 -18.979 -2.694 -23.495  0.11
H20 -19.247 -0.712 -22.520  0.11
H21 -15.357 0.675 -23.542  0.12
H22 -14.938 -1.533 -24.624  0.10
H23 -15.674 -3.703 -24.968  0.09
H24 -17.082 2.247 -22.810  0.11
C26 -23.905 6.252 -21.846  -0.07
C27 -23.127 6.333 -22.948  -0.02
C28 -21.697 6.382 -22.845  -0.30
C29 -21.114 6.497 -21.608  -0.02
C30 -21.927 6.594 -20.448  0.02
C31 -23.342 6.351 -20.577  -0.32
O12 -24.100 6.135 -19.469  0.02
O13 -20.847 6.375 -23.931  0.03
H25 -24.984 6.279 -21.887  0.11
H26 -23.692 6.161 -23.852  0.11
H27 -20.046 6.403 -21.481  0.12
H28 -21.452 6.629 -19.479  0.10
H29 -25.017 5.868 -19.567  0.10
H30 -19.931 6.124 -23.793  0.11
C32 -8.880 0.683 -23.201  0.01
C33 -8.152 -0.305 -22.531  -0.04
C34 -8.414 -0.840 -21.259  -0.32
C35 -9.504 -0.375 -20.557  -0.03
C36 -10.327 0.616 -21.169  0.00
C37 -9.999 1.173 -22.440  -0.31
O14 -10.789 2.087 -23.043  0.04
O15 -7.683 -1.949 -20.782  0.00
H31 -8.600 1.130 -24.143  0.11
H32 -7.272 -0.728 -22.991  0.11
H33 -9.730 -0.844 -19.611  0.11
H34 -11.160 1.024 -20.615  0.11
H35 -11.287 2.772 -22.592  0.12
H36 -8.289 -2.459 -20.240  0.08
C38 -16.106 8.700 -28.482  -0.81
O16 -16.304 9.263 -29.541  0.00
N1 -15.421 9.209 -27.500  0.16
N2 -16.595 7.567 -28.096  0.17
H37 -15.336 8.711 -26.625  0.10
H38 -14.992 10.123 -27.477  0.11
H39 -16.975 6.871 -28.722  0.12
H40 -16.422 7.270 -27.147  0.11
C39 -10.298 5.887 -27.503  -0.85
O17 -10.134 6.378 -28.608  0.00
N3 -9.854 4.742 -27.181  0.18
N4 -11.139 6.473 -26.775  0.19
H41 -9.480 4.073 -27.838  0.12
H42 -9.956 4.309 -26.274  0.11
H43 -11.438 6.375 -25.815  0.13
H44 -11.595 7.290 -27.157  0.13
C40 -15.964 7.884 -18.818  -0.84
O18 -16.230 8.496 -17.784  -0.01
N5 -16.295 6.703 -19.162  0.19
N6 -15.263 8.413 -19.737  0.16
H45 -16.875 6.117 -18.578  0.12
H46 -15.955 6.328 -20.036  0.12
H47 -15.464 9.399 -19.812  0.12
H48 -14.867 7.969 -20.554  0.11
C41 -11.162 6.176 -18.043  -0.77
O19 -10.262 5.800 -17.280  -0.02
N7 -11.492 7.381 -18.334  0.18
N8 -11.910 5.261 -18.658  0.15
H49 -11.159 8.055 -17.659  0.12
H50 -12.381 7.567 -18.776  0.11
H51 -12.544 5.471 -19.416  0.11
H52 -11.842 4.310 -18.326  0.11

Cartesian forces (eV/Å) of the 3 atoms listed first:
0.29 -0.09 1.46
2.24 -3.73 3.74
2.67 6.80 -1.78

***

Record 4
Density functional theory data (ωB97M-V/def2-TZVPD) for a cluster of 2 separate species, C5H11NO in total.

Computed properties:
total charge = 0
energy above the lowest of the compared OMol25 structures with the same formula, charge and spin = 3.602 eV
SMILES = C=C(N)/C=C/C.O
highest occupied orbital energy = -7.727 eV
frontier orbital gap = 8.4 eV

Each line ends with the Löwdin charge.
Atoms and positions in Å:
C1 0.895 1.130 -1.472  0.03
C2 0.048 0.527 -0.580  -0.43
N1 -1.276 0.159 -0.819  0.06
C3 0.397 0.579 0.821  -0.13
C4 -0.292 0.622 1.950  -0.17
C5 0.189 0.765 3.378  -0.11
H1 0.721 0.969 -2.561  0.07
H2 1.391 1.923 -1.004  0.04
H3 -2.044 0.251 -0.106  0.10
H4 -1.635 -0.215 -1.715  0.10
H5 1.479 0.659 0.848  0.11
H6 -1.372 0.386 1.694  0.10
H7 0.971 1.551 3.477  0.07
H8 -0.742 0.782 4.033  0.08
H9 0.799 -0.205 3.729  0.11
O1 0.317 -2.915 -2.773  -0.05
H10 -0.531 -2.782 -3.174  0.01
H11 -0.062 -2.855 -1.889  0.03

Cartesian forces (eV/Å) of the 3 atoms listed first:
-2.30 -2.42 -0.65
-1.65 1.42 -0.76
-2.06 -1.54 -0.60

***

Record 5
Density functional theory data (ωB97M-V/def2-TZVPD) for an isolated molecule of CH4F2N2.

Computed properties:
total charge = 0
energy above the lowest of the compared OMol25 structures with the same formula, charge and spin = 0.596 eV
SMILES = NC(N)(F)F
highest occupied orbital energy = -10.591 eV
frontier orbital gap = 11.5 eV

Each line ends with the Löwdin charge.
Atoms and positions in Å:
N1 -0.422 0.442 1.075  0.13
C1 0.227 -0.230 0.085  -0.71
N2 -0.496 -0.712 -0.948  0.16
F1 1.007 -1.172 0.715  0.07
F2 1.210 0.724 -0.583  -0.10
H1 0.045 0.607 1.964  0.11
H2 -0.791 1.373 0.654  0.15
H3 -0.006 -1.215 -1.643  0.10
H4 -0.774 0.182 -1.318  0.10

Cartesian forces (eV/Å) of the 3 atoms listed first:
-2.50 3.43 -0.48
4.14 -0.35 1.40
-2.26 0.34 0.03